{"formula": "C32H25CdN8P2Se2", "method": "ωB97M-V with the def2-TZVPD basis set", "elements": ["Cd", "N", "C", "N", "C", "N", "C", "C", "N", "C", "C", "N", "H", "H", "H", "H", "H", "Se", "P", "C", "C", "C", "C", "C", "C", "C", "C", "C", "C", "C", "C", "C", "C", "N", "N", "N", "P", "Se", "C", "C", "C", "C", "C", "C", "C", "C", "C", "C", "C", "C", "H", "H", "H", "H", "H", "H", "H", "H", "H", "H", "H", "H", "H", "H", "H", "H", "H", "H", "H", "H"], "coordinates": [[0.311, 1.579, -3.179], [0.376, 5.811, -4.392], [-0.395, 4.782, -4.047], [0.370, 3.719, -3.893], [1.630, 4.177, -4.159], [1.668, 5.448, -4.469], [2.800, 3.296, -4.082], [4.085, 3.719, -4.399], [5.120, 2.895, -4.316], [4.881, 1.651, -3.919], [3.601, 1.215, -3.602], [2.565, 2.044, -3.685], [0.106, 6.764, -4.582], [-1.464, 4.834, -3.921], [4.267, 4.736, -4.722], [5.725, 0.977, -3.849], [3.407, 0.201, -3.278], [-1.758, -2.383, 1.997], [-0.874, -0.520, 2.380], [0.726, -0.681, 3.227], [0.755, -1.548, 4.320], [1.927, -1.729, 5.034], [3.083, -1.058, 4.653], [3.060, -0.203, 3.563], [1.883, -0.008, 2.851], [-1.865, 0.604, 3.392], [-1.270, 1.683, 4.041], [-2.050, 2.545, 4.796], [-3.417, 2.331, 4.904], [-4.009, 1.254, 4.258], [-3.234, 0.388, 3.502], [-0.504, 0.449, 0.892], [-0.467, 0.169, -0.472], [0.010, 1.297, -1.050], [0.230, 2.213, -0.122], [-0.083, 1.726, 1.047], [-0.819, -1.232, -1.533], [-0.842, -0.631, -3.662], [0.440, -2.489, -1.291], [0.590, -3.489, -2.254], [1.521, -4.495, -2.062], [2.313, -4.500, -0.920], [2.180, -3.496, 0.027], [1.245, -2.488, -0.156], [-2.463, -1.873, -1.227], [-2.708, -3.240, -1.222], [-3.999, -3.696, -1.007], [-5.031, -2.792, -0.799], [-4.781, -1.426, -0.815], [-3.497, -0.962, -1.034], [-0.140, -2.094, 4.595], [1.941, -2.401, 5.882], [4.000, -1.203, 5.209], [3.958, 0.324, 3.266], [1.873, 0.679, 2.017], [-0.204, 1.851, 3.957], [-1.588, 3.382, 5.303], [-4.022, 3.004, 5.497], [-5.073, 1.082, 4.354], [-3.681, -0.467, 3.009], [-0.012, -3.476, -3.154], [1.632, -5.272, -2.806], [3.037, -5.290, -0.772], [2.794, -3.495, 0.918], [1.153, -1.711, 0.591], [-1.898, -3.947, -1.341], [-4.197, -4.759, -0.987], [-6.035, -3.153, -0.619], [-5.587, -0.724, -0.648], [-3.295, 0.103, -1.034]], "forces_ev_per_angstrom": [[0.1, -0.1, 0.0], [0.0, 0.0, 0.0], [0.0, 0.0, 0.0], [0.0, 0.0, 0.0], [-0.1, 0.1, 0.0], [0.0, 0.0, 0.0], [0.0, 0.0, 0.0], [0.0, 0.0, 0.0], [0.0, 0.0, 0.0], [0.0, 0.0, 0.0], [0.0, 0.0, 0.0], [0.0, 0.0, 0.0], [0.0, 0.0, 0.0], [0.0, 0.0, 0.0], [0.0, 0.0, 0.0], [0.0, 0.0, 0.0], [0.0, 0.0, 0.0], [0.0, 0.0, 0.0], [0.0, 0.1, 0.0], [0.0, 0.0, 0.0], [0.0, 0.0, 0.0], [0.0, 0.0, 0.0], [0.0, 0.0, 0.0], [0.0, 0.0, 0.0], [0.0, 0.0, 0.0], [0.0, 0.0, 0.0], [0.0, 0.0, 0.0], [0.0, 0.0, 0.0], [0.0, 0.0, 0.0], [0.0, 0.0, 0.0], [0.0, 0.0, 0.0], [0.0, 0.0, 0.0], [0.1, 0.0, 0.0], [0.0, 0.1, 0.1], [-0.1, 0.0, 0.0], [0.1, -0.1, 0.0], [0.0, 0.0, 0.0], [0.0, 0.0, 0.0], [0.0, 0.0, -0.1], [0.0, 0.0, 0.0], [0.0, 0.0, 0.0], [0.0, 0.0, 0.0], [0.0, 0.0, 0.0], [0.0, 0.0, 0.1], [0.0, 0.0, 0.0], [0.0, 0.0, 0.0], [0.0, 0.0, 0.0], [0.0, 0.0, 0.0], [0.0, 0.0, 0.0], [0.0, 0.0, 0.0], [0.0, 0.0, 0.0], [0.0, 0.0, 0.0], [0.0, 0.0, 0.0], [0.0, 0.0, 0.0], [0.0, 0.0, 0.0], [0.0, 0.0, 0.0], [0.0, 0.0, 0.0], [0.0, 0.0, 0.0], [0.0, 0.0, 0.0], [0.0, 0.0, 0.0], [0.0, 0.0, 0.0], [0.0, 0.0, 0.0], [0.0, 0.0, 0.0], [0.0, 0.0, 0.0], [0.0, 0.0, 0.0], [0.0, 0.0, 0.0], [0.0, 0.0, 0.0], [0.0, 0.0, 0.0], [0.0, 0.0, 0.0], [0.0, 0.0, 0.0]], "mulliken_charge": [0.705, 0.158, -0.058, -0.228, -0.091, -0.622, 0.738, -0.112, -0.538, -0.295, -0.192, -0.220, 0.197, 0.478, 0.460, 0.391, 0.457, -0.187, 0.676, 0.438, -0.776, -0.686, -0.555, -0.788, 0.029, 0.537, -0.242, -0.707, -0.462, -0.613, -0.594, 0.655, 0.225, 0.193, -1.046, -0.245, 0.097, -0.464, 0.886, -0.547, -0.755, -0.584, -0.604, -0.002, 0.534, -0.071, -0.660, -0.509, -0.710, -0.376, 0.388, 0.427, 0.419, 0.429, 0.391, 0.374, 0.403, 0.389, 0.404, 0.321, 0.441, 0.408, 0.410, 0.491, -0.008, 0.383, 0.413, 0.416, 0.426, 0.362], "charge": 1, "energy_ev": -199341.7743, "orbital_gap_ev": 6.47, "lumo_ev": -3.49, "homo_energy_ev": -9.97, "multiplicity": 1, "de_lowest_kcal_mol": 0.00, "max_force_ev_per_a": 0.2}